1.
This record from OMol25 describes a single C19H25ClN2O2 molecule. The level of theory is wB97M-V/def2-TZVPD.

Geometry as XYZ:
```
49
Properties=species:S:1:pos:R:3:forces:R:3
O 1.08565 0.69843 -1.99407 0.4 -0.3 -0.2
C 0.43308 1.59436 -1.49111 -0.2 0.6 0.1
C 1.05012 2.92281 -1.03693 0.1 0.1 0.0
N 1.63190 2.95313 0.28869 -0.1 -0.1 -0.2
C 0.73212 2.80708 1.42541 0.0 0.2 0.3
C 0.96116 1.51929 2.23112 -0.1 -0.1 -0.2
C 1.33881 0.38337 1.28221 0.1 0.1 0.4
C 1.44618 -0.94335 2.00523 -0.1 0.3 -0.2
O 1.70164 -1.00590 3.18875 0.0 0.0 0.0
C 1.22317 -2.17439 1.20030 0.0 -0.6 0.0
C 1.08702 -2.18868 -0.18855 0.1 0.1 0.3
C 0.85733 -3.37800 -0.85490 0.0 -0.2 -0.1
C 0.75609 -4.56231 -0.14001 0.1 0.3 0.1
Cl 0.45553 -6.04114 -0.97762 0.0 -0.2 -0.1
C 0.89451 -4.57152 1.24046 0.0 -0.1 -0.1
C 1.12983 -3.38156 1.89685 0.0 0.2 0.0
C 2.69843 0.70309 0.62885 0.0 0.1 -0.2
C 2.86641 2.22871 0.47489 0.2 -0.1 0.0
N -0.89515 1.48506 -1.26975 -0.2 0.1 0.0
C -1.65890 0.29454 -1.58007 0.1 -0.2 -0.1
C -2.18453 -0.39163 -0.29888 -0.1 -0.2 -0.1
C -3.66999 -0.64830 -0.55230 0.0 0.1 0.1
C -4.08259 0.51334 -1.45113 0.0 -0.2 -0.1
C -2.90726 0.62440 -2.42024 -0.1 0.1 0.0
H 1.85068 3.16243 -1.74226 -0.2 0.0 -0.1
H 0.29592 3.71521 -1.08900 0.0 0.0 -0.1
H -0.30101 2.83962 1.07239 0.0 0.0 0.0
H 0.88036 3.67415 2.08421 -0.2 -0.1 0.0
H 1.76078 1.65436 2.95948 0.0 0.0 0.1
H 0.05537 1.26301 2.78328 0.0 0.0 0.1
H 0.56802 0.30316 0.51546 0.0 -0.1 0.0
H 1.17042 -1.28761 -0.77539 0.0 0.2 -0.1
H 0.75731 -3.38711 -1.92898 0.0 0.0 -0.1
H 0.81912 -5.49871 1.78653 0.0 -0.1 0.0
H 1.24357 -3.36055 2.97053 0.0 0.0 0.1
H 3.50776 0.31689 1.25147 0.0 0.0 0.0
H 2.76001 0.22156 -0.34585 0.1 0.0 0.0
H 3.52431 2.44222 -0.36936 0.1 0.0 0.1
H 3.33153 2.64070 1.37563 0.1 -0.1 -0.1
H -1.40286 2.25772 -0.86843 0.2 0.1 0.0
H -0.97258 -0.35464 -2.12894 -0.1 0.1 0.1
H -2.06597 0.28832 0.54759 0.0 0.0 0.0
H -1.63811 -1.30594 -0.07188 0.1 0.0 0.1
H -3.80056 -1.59033 -1.08594 -0.1 -0.1 0.0
H -4.24412 -0.69369 0.37153 0.0 -0.1 0.0
H -5.02694 0.33576 -1.96233 -0.1 0.1 0.0
H -4.17909 1.42619 -0.86018 0.0 0.1 0.0
H -2.82831 1.60862 -2.88088 0.0 0.0 -0.1
H -3.01612 -0.11218 -3.21588 0.0 0.0 -0.1
```
Forces are in eV/Å.

Its lowest unoccupied orbital energy is 0.2548 eV. As for the structure (SMILES): O=C(CN1CCC(C(=O)c2ccc(Cl)cc2)CC1)NC1CCCC1. The largest force on an atom is 0.6 eV/A. The molar mass is 348.87 g/mol. As for the charge: 0. The energy relative to the best compared isomer or geometry (same formula, charge and spin) comes out at 127.3 kJ/mol. The energy is -39707.2338 eV.

=====

2.
This record from OMol25 describes 2 unconnected molecules or ions with the total composition C19H25F3NO5S2. The level of theory is wB97M-V/def2-TZVPD.

Geometry as XYZ:
```
55
Properties=species:S:1:pos:R:3:forces:R:3
C -1.95790 3.32384 5.01095 0.0 0.1 0.3
C -2.22862 2.19510 4.02582 0.6 0.0 -0.5
O -0.98199 1.98259 3.34258 -1.4 0.8 0.8
C -0.75273 0.89088 2.54779 2.2 -1.0 -0.7
C 0.70601 0.80062 2.36192 -1.1 -0.3 -0.2
C 1.32477 -0.34404 1.75501 -0.4 1.2 1.0
O 0.74316 -1.41227 1.53746 0.3 -0.5 -0.8
C 2.84396 -0.19713 1.46153 -0.8 -1.1 0.1
C 3.24470 0.90138 0.49850 0.7 0.3 0.0
C 3.63219 2.24784 1.12618 -0.1 0.1 -0.5
C 2.47735 3.21403 1.40726 -0.2 0.4 0.2
C 1.84658 3.11172 2.79818 0.0 0.0 0.1
C 1.50917 1.68721 3.26533 0.3 0.3 0.1
O -1.62611 0.17386 2.09950 -0.7 0.4 0.2
H -2.89186 3.62357 5.51128 0.2 -0.1 -0.1
H -1.24288 2.99787 5.78848 -0.2 0.2 -0.4
H -1.54403 4.20352 4.48942 -0.1 -0.4 0.2
H -2.52581 1.27811 4.55994 -0.1 0.2 -0.4
H -2.99158 2.52069 3.30065 0.0 -0.4 0.2
H 3.34743 -0.12054 2.43942 0.1 0.1 -0.5
H 3.13994 -1.15070 1.01337 -0.1 -0.1 0.2
H 4.14925 0.53959 -0.01648 -0.2 0.1 0.0
H 2.49247 1.06996 -0.28783 0.1 -0.2 0.3
H 4.22597 2.07120 2.03243 -0.1 0.1 -0.1
H 4.29590 2.73871 0.40120 0.0 0.0 0.2
H 2.85810 4.24149 1.29145 -0.2 -0.1 0.0
H 1.67599 3.09285 0.66156 0.3 -0.1 0.0
H 2.52312 3.55596 3.54564 0.0 0.0 -0.1
H 0.91993 3.70841 2.82034 0.2 -0.1 -0.1
H 0.90426 1.81914 4.17312 0.6 -0.2 0.0
H 2.42560 1.14527 3.53472 0.0 0.4 0.1
C -3.04185 -2.70908 -3.87480 -0.6 0.0 -0.2
N -1.81817 -3.43349 -4.09682 -0.4 0.1 -0.9
S -1.68113 -5.04638 -3.52892 1.5 -0.8 -0.3
C -3.13534 -5.77416 -2.68287 -1.0 0.2 0.1
F -3.38835 -6.95348 -3.33410 0.1 0.9 1.1
F -2.80225 -6.05819 -1.38488 -0.5 0.1 -1.6
F -4.30826 -5.07123 -2.65473 1.1 -0.9 0.0
S -0.61563 -2.71179 -5.07669 -0.5 -0.8 1.6
C -0.22906 -1.49569 -3.82505 0.4 0.4 -0.1
C -0.00856 -0.14978 -4.14233 -0.1 -0.4 0.0
C 0.06004 0.77824 -3.10178 0.2 -0.1 0.2
C -0.02542 0.36301 -1.76618 0.0 -0.1 -0.3
C -0.15797 -0.99617 -1.47088 0.1 -0.1 0.1
C -0.27694 -1.92536 -2.49868 0.3 0.3 0.1
O 0.36410 -3.75507 -5.25254 -0.3 0.7 0.0
O -1.19307 -2.03478 -6.20231 0.1 -0.3 0.2
H -3.59052 -3.26517 -3.11740 0.0 0.7 0.0
H -2.83616 -1.68960 -3.52688 -0.1 -0.2 -0.1
H -3.64313 -2.71730 -4.79685 0.0 0.3 0.3
H 0.11045 0.14341 -5.18443 -0.2 0.0 0.2
H 0.20599 1.83431 -3.32629 0.0 -0.2 0.0
H 0.01999 1.08396 -0.94720 0.0 -0.2 -0.2
H -0.13754 -1.34732 -0.43778 -0.1 0.2 -0.1
H -0.41358 -2.97962 -2.26632 0.1 0.3 0.0
```
Forces are in eV/Å.

Its lowest unoccupied orbital energy is 2.2070 eV. The largest force on an atom is 2.5 eV/A. The molar mass is 468.54 g/mol. As for the charge: -1. The energy relative to the best compared isomer or geometry (same formula, charge and spin) comes out at 106.2 kJ/mol. The energy is -61658.2038 eV.

=====

3.
This record from OMol25 describes a molecular structure, C19H25FeN2O4. The level of theory is wB97M-V/def2-TZVPD.

Geometry as XYZ:
```
51
Properties=species:S:1:pos:R:3:forces:R:3
C -2.19049 3.24105 -3.09185 0.2 0.0 -0.3
O -0.84049 3.43700 -2.63098 0.4 -0.5 1.0
C -0.22396 2.39961 -1.98043 -3.4 -2.6 -3.8
C 0.66992 2.73822 -0.97558 1.1 1.4 1.7
C 1.25787 1.66265 -0.14492 0.3 -0.4 0.8
C 0.87578 0.11551 -0.38251 1.1 1.7 -2.2
C 0.00655 -0.00188 -1.59373 0.1 -2.1 0.6
C -0.51426 1.03694 -2.29971 -0.5 3.9 -0.3
Fe 1.57594 4.93834 -1.61287 -0.5 -2.4 -0.1
C 2.82810 4.85726 -0.38106 2.2 -1.3 2.9
O 3.55952 4.59216 0.48316 -1.1 0.8 -1.5
C 1.00505 6.53245 -1.25296 -1.6 4.1 0.3
O 0.81221 7.67704 -1.20133 0.3 -2.1 0.2
C 2.61350 5.53755 -2.88186 2.4 1.7 -3.5
O 3.32180 6.05254 -3.64475 -1.4 -1.1 1.7
H -2.48035 4.21056 -3.49529 0.0 -0.2 0.0
H -2.22509 2.47077 -3.87354 0.0 0.3 0.1
H -2.86875 2.96415 -2.27210 0.4 0.0 -0.1
H 0.56713 3.76074 -0.48703 -0.2 -1.0 -0.1
H 2.35727 1.72509 -0.20261 -0.2 0.0 0.1
H 1.01886 1.98143 0.87506 0.3 -0.1 -0.4
H 1.86256 -0.32700 -0.63364 -0.3 -0.1 0.2
H -0.26582 -0.99219 -1.97562 0.2 0.7 0.2
H -1.20072 0.81420 -3.12297 0.4 0.2 0.4
C -1.75142 -4.59594 0.10306 0.1 -0.1 0.0
C -1.45096 -3.26289 -0.59492 -0.8 -0.2 -0.1
C -0.00107 -2.81916 -0.38213 0.6 0.5 -0.5
C 0.13393 -1.91511 0.82241 0.1 0.3 0.2
N 0.36844 -0.56540 0.78962 -0.4 -1.8 1.2
C 0.77497 -0.02321 2.07832 0.2 0.6 0.7
C -0.13977 -0.48837 3.17097 0.0 0.1 0.6
C 0.06929 -1.96003 3.29769 0.0 0.0 0.6
N -0.01583 -2.56226 1.97531 0.3 -0.4 -0.4
C -0.11458 -4.03897 2.01435 -0.1 -0.4 0.1
C -1.49172 -4.56136 1.60776 -0.1 -0.1 0.1
H -2.79851 -4.88358 -0.05574 0.2 0.1 -0.1
H -1.13827 -5.38884 -0.35213 -0.1 0.2 0.1
H -1.65667 -3.37741 -1.66795 0.2 0.1 0.2
H -2.15685 -2.50065 -0.22967 0.3 -0.1 -0.1
H 0.60832 -3.72150 -0.23531 0.0 0.4 0.0
H 0.42423 -2.34364 -1.26576 -0.1 -0.2 0.3
H 1.81834 -0.32438 2.28325 -0.3 0.2 0.0
H 0.72513 1.05934 2.10273 0.1 -0.3 -0.2
H 0.13416 -0.00422 4.11294 0.0 0.0 -0.1
H -1.18171 -0.22247 2.96182 0.2 -0.1 -0.1
H 1.07983 -2.15858 3.69119 -0.3 -0.1 0.0
H -0.66218 -2.42421 3.97354 0.2 0.0 -0.4
H 0.68552 -4.49599 1.41155 -0.3 0.2 0.3
H 0.07577 -4.32859 3.05348 0.0 0.2 -0.2
H -2.26056 -3.94436 2.09140 0.1 -0.1 0.0
H -1.59994 -5.57238 2.02134 0.0 0.2 -0.1
```
Forces are in eV/Å.

The multiplicity is 5. Its lowest unoccupied orbital energy (alpha / beta) is -2.9308 / -5.2470 eV. The largest force on an atom is 5.8 eV/A. The molar mass is 401.26 g/mol. As for the charge: +1. The energy is -65654.1132 eV.